Record 1
This record from the Open Molecules 2025 dataset describes a 2-piece molecular cluster, C49H63N4O2 overall at a distorted geometry. The level of theory is the ωB97M-V functional and the def2-TZVPD basis.

Last column: Mulliken charge in e.
Cartesian coordinates (Å):
O (6.667513, 2.957344, 3.581945)  -0.63
O (7.118050, 1.755467, 1.786581)  -0.61
N (6.323865, 2.403850, 2.510992)  1.02
N (1.154670, -0.832698, 1.096346)  1.98
N (-2.127782, 0.833220, -5.306825)  0.26
N (-0.869612, -0.012177, 0.701752)  1.41
C (0.864534, 1.593037, 1.469194)  -1.61
C (4.784869, -1.073933, -1.267861)  -1.81
C (-2.057299, 0.701044, 1.070235)  -0.04
C (-2.168856, -2.092409, -4.338118)  -0.08
C (3.994261, 3.015705, 2.980592)  -0.75
C (-0.931496, 2.516381, -6.502633)  -0.72
C (0.399046, -1.805509, 0.450391)  -1.35
C (3.493770, -1.524067, 0.864376)  0.41
C (-3.765325, 1.092558, 2.729249)  -0.41
C (-2.497772, -3.441376, -4.239118)  -0.85
C (-4.298443, -1.819439, 1.406500)  -1.86
C (-3.276839, -1.344684, 2.447456)  2.78
C (-1.665886, 2.660963, -0.725190)  3.02
C (-3.840924, 2.425847, 2.350940)  -1.85
C (2.653799, 2.780593, 2.727273)  -0.76
C (1.548098, -0.823484, 4.263543)  2.90
C (-2.152770, -2.372262, 2.521530)  -1.74
C (-1.875421, 2.275047, -5.315718)  0.15
C (-2.949374, 0.161850, 2.081202)  0.30
C (4.718905, -1.819941, 1.471378)  -0.66
C (3.925151, -1.097674, 3.601115)  0.00
C (-3.912179, -1.416250, 3.853188)  -2.21
C (2.437056, -1.070247, 1.698161)  -0.67
C (-0.917447, 3.948662, -0.348851)  -1.66
C (0.430258, 0.344466, 1.078096)  -0.56
C (-0.730981, 1.802262, -1.563090)  -1.05
C (-2.965294, 0.292767, -4.440939)  -0.19
C (3.221304, 1.698618, 0.626614)  0.04
C (4.976498, -1.513414, 2.797470)  -1.64
C (2.628168, -0.925497, 3.109311)  0.01
C (3.680482, -3.294766, -0.870955)  -1.83
C (-1.396643, 0.103153, -6.337650)  -0.56
C (3.537071, -1.775575, -0.691958)  2.38
C (0.241509, -0.106835, 3.987363)  -1.12
C (-0.819002, 1.190445, -7.266353)  -0.64
C (4.567889, 1.878400, 0.889436)  -0.52
C (-4.525140, -1.526919, -3.985958)  -0.34
C (-3.819680, -3.842739, -3.976411)  -0.39
C (-3.194584, -1.115290, -4.270337)  0.69
C (-3.090187, 2.875129, 1.284917)  -1.01
C (-2.863792, 3.023003, -1.618152)  -1.68
C (-2.239240, 2.016515, 0.579180)  0.14
C (2.138063, -0.048816, 5.461392)  -2.10
C (-4.832345, -2.873405, -3.835635)  -0.73
C (1.201963, -2.262403, 4.674012)  -1.95
C (2.396589, -1.285107, -1.578810)  -2.29
C (-0.808204, -1.293447, 0.170686)  -1.76
C (4.963162, 2.498177, 2.100221)  -0.42
C (2.240008, 2.013332, 1.600806)  0.13
H (2.626703, 0.872326, 5.117069)  0.34
H (5.520036, -2.282243, 0.893268)  0.39
H (5.979591, -1.603551, 3.208270)  0.46
H (-3.991172, -2.456980, 4.192141)  0.42
H (0.815998, -2.823908, 3.812419)  0.34
H (-3.199317, 3.910588, 0.962508)  0.41
H (2.099775, -0.257109, -1.348184)  0.29
H (0.192481, 1.576940, -1.023007)  -0.38
H (4.338804, 3.558020, 3.857568)  0.49
H (2.892849, 1.313839, -0.338358)  0.79
H (-2.535742, 3.514863, -2.543572)  0.53
H (4.708884, 0.008918, -1.114468)  0.33
H (-2.524150, -3.257971, 3.060914)  0.71
H (-4.061730, -4.906623, -3.869479)  0.42
H (-1.709787, -4.193687, -4.368845)  0.41
H (-0.313070, -0.538060, 3.157592)  -1.00
H (-5.193092, -1.186254, 1.434992)  0.38
H (5.719572, -1.412316, -0.814115)  0.35
H (5.343753, 1.546932, 0.211028)  0.48
H (-0.447025, 2.379910, -2.457266)  0.57
H (0.430228, -2.267212, 5.457198)  0.42
H (-1.836878, -2.745879, 1.546063)  0.32
H (-4.397558, 0.798894, 3.565666)  0.39
H (2.847488, -0.647498, 6.042423)  0.50
H (-1.641877, -1.748983, -0.344822)  1.02
H (-4.506239, 3.104798, 2.884199)  0.39
H (-3.877630, -1.758816, 0.394803)  0.29
H (-2.823670, 2.836377, -5.397596)  0.43
H (-1.208727, 0.876115, -1.900029)  -0.07
H (-1.410031, 2.595314, -4.368688)  -0.35
H (4.145712, -0.966748, 4.659352)  0.23
H (-1.327024, 3.314616, -7.130627)  0.32
H (-3.411653, 2.112930, -1.892925)  0.20
H (-5.291220, -0.760208, -3.909337)  0.43
H (4.858256, -1.259656, -2.347994)  0.55
H (-2.024517, -0.621993, -6.881410)  0.40
H (2.760653, -1.274178, -2.618051)  0.62
H (0.218008, 0.977747, -7.531178)  0.33
H (-3.609505, 0.992338, -3.894406)  0.40
H (0.053444, 2.819737, -6.125149)  0.33
H (-3.286803, -0.888118, 4.584124)  0.40
H (0.790647, -2.794507, 0.266520)  0.84
H (4.600351, -3.665855, -0.409147)  0.36
H (-4.925825, -1.005364, 3.875875)  0.46
H (-5.855708, -3.177559, -3.606204)  0.43
H (0.094819, 2.249764, 1.858539)  1.47
H (-1.563524, 4.662204, 0.170524)  0.37
H (-0.400670, -0.191193, 4.881426)  0.72
H (-0.549981, -0.448878, -5.899269)  0.26
H (2.837725, -3.815511, -0.399609)  0.34
H (1.903221, 3.158125, 3.426424)  0.43
H (3.698229, -3.572003, -1.932535)  0.45
H (-0.533373, 4.440431, -1.251838)  0.51
H (2.086642, -2.788083, 5.052456)  0.43
H (-3.560385, 3.698256, -1.111077)  0.38
H (-1.299569, -2.010196, 3.099619)  0.33
H (-0.071045, 3.717513, 0.306444)  0.17
H (-1.131422, -1.777000, -4.472537)  0.31
H (1.335495, 0.249932, 6.148329)  0.44
H (1.534455, -1.957837, -1.583409)  0.38
H (-1.423784, 1.226925, -8.181678)  0.29
H (-4.598541, -2.858489, 1.594695)  0.43
H (0.394434, 0.958639, 3.801481)  0.35

Forces on atoms 1 to 2 (eV/Å):
O -0.66 -1.03 -1.97
O -1.42 1.17 1.33

- Kohn-Sham gap: 3.903 eV
- Highest occupied orbital energy: -8.475 eV
- Net charge: +1
- ΔE to the lowest compared entry with this formula, charge and spin: 0.0 kJ/mol



Record 2
This record from the Open Molecules 2025 dataset describes C49H63N4O3S4ScSiTe as an isolated structure at a distorted geometry. The level of theory is the ωB97M-V functional and the def2-TZVPD basis.

Last column: Mulliken charge in e.
Cartesian coordinates (Å):
Te (-0.900287, 5.141644, -2.158500)  0.06
Sc (-0.253177, 0.668485, -0.797524)  0.24
S (1.006582, -1.023426, -2.287334)  -0.13
S (2.001944, -0.005681, 0.995395)  -0.45
S (-3.593172, 7.248546, -2.269903)  -0.20
S (-1.190553, 1.406033, -3.140331)  -0.10
Si (2.805227, -1.893911, 1.231528)  -2.02
O (4.192893, -1.837247, 2.151169)  1.10
O (3.200230, -2.634339, -0.175131)  0.41
O (1.883670, -2.992680, 2.064590)  0.97
N (0.021689, 2.640313, 0.461898)  2.44
N (-2.567096, -0.374959, -0.577809)  1.32
N (-0.892226, 0.369212, 1.537083)  2.19
N (1.417308, 2.256554, -1.809770)  0.96
C (-3.700997, 5.057548, -3.546269)  -0.06
C (2.817425, -3.994588, 4.041922)  -1.80
C (-0.305588, 3.810535, 2.518721)  -0.60
C (-1.886121, 1.468806, 3.399754)  -0.64
C (1.595903, -1.809396, 4.179674)  -1.06
C (-1.894546, -2.715865, -0.943914)  -1.48
C (-4.310272, -2.305619, -0.655432)  -2.49
C (0.760837, -1.718538, -4.884047)  -0.79
C (-4.378795, 0.024658, 1.098733)  -0.43
C (0.355531, -3.918663, 3.617740)  -1.65
C (5.571110, -0.184021, 3.159914)  -1.77
C (-4.839406, 2.302057, 1.732301)  -0.89
C (1.595940, -4.364052, -0.750825)  -0.92
C (3.069316, -3.956836, -0.674168)  1.95
C (1.414315, 3.501267, -1.296049)  -0.19
C (-3.199423, 1.830350, 0.050937)  0.06
C (-2.996520, -1.666496, -1.146088)  1.79
C (5.469075, -0.348404, 0.667061)  -1.52
C (5.415461, -1.140162, 1.973928)  1.81
C (-3.891825, 2.751894, 0.812238)  0.89
C (-2.029575, -0.899542, 3.202950)  -0.89
C (2.011298, 2.065767, -2.978397)  -0.57
C (-1.147423, 1.490303, 2.213334)  0.44
C (-3.390032, 0.417051, 0.154260)  -0.50
C (-1.291192, -0.790606, 2.039787)  -0.64
C (-1.072502, 0.215369, -5.559742)  -0.73
C (-3.615773, 4.226681, 0.687979)  -1.07
C (0.283623, -1.660664, -6.182201)  -0.65
C (-0.486772, 2.704611, 1.702765)  -0.06
C (2.075832, 4.555688, -1.942602)  -0.12
C (-2.348517, 0.266047, 3.885974)  -1.53
C (2.604636, 3.073431, -3.722008)  -1.04
C (0.753169, 3.671260, 0.002194)  0.00
C (3.664324, -3.939543, -2.082499)  -1.70
C (0.334515, -0.821744, -3.899188)  0.29
C (1.672660, -3.156281, 3.454152)  1.69
C (-5.081474, 0.939765, 1.862345)  0.85
C (-0.648847, -0.687607, -6.518445)  -0.71
C (-3.195410, -1.439140, -2.659144)  -1.54
C (-2.856183, 5.736061, -2.713270)  -0.33
C (2.645454, 4.345541, -3.180032)  -0.82
C (-6.114677, 0.447036, 2.845876)  -2.08
C (6.532711, -2.189306, 1.982471)  -1.74
C (3.836233, -4.933326, 0.224243)  -1.47
C (-4.914415, 5.732821, -3.834324)  -0.66
C (1.017318, 4.793291, 0.803813)  -0.93
C (-0.588819, 0.187532, -4.245578)  -0.01
C (0.470591, 4.864806, 2.057652)  -1.52
C (-4.999281, 6.944985, -3.224961)  -0.46
H (-4.229613, -2.673676, 0.368706)  0.31
H (-4.520714, -3.167206, -1.293014)  0.49
H (-3.914839, -0.632879, -2.812441)  0.37
H (-2.507223, 2.184495, -0.713776)  0.27
H (-1.804143, 0.975499, -5.804232)  0.47
H (1.198156, -1.941428, 5.187839)  0.52
H (1.082443, -3.689259, -1.432289)  0.02
H (-1.903415, -3.087604, 0.084738)  0.22
H (6.496299, -2.773229, 2.903983)  0.28
H (2.591119, -1.367566, 4.227619)  0.18
H (-5.146444, -1.611371, -0.732098)  0.52
H (4.885229, -4.638327, 0.293131)  0.25
H (3.514419, -4.902236, -2.575305)  0.37
H (-2.351966, -1.865322, 3.566592)  0.48
H (4.733028, -3.718212, -2.045222)  0.36
H (-4.513363, 4.808128, 0.907789)  0.53
H (-5.688032, 5.339005, -4.479614)  0.34
H (-0.476313, -3.306771, 3.271148)  0.16
H (-7.045478, 0.190294, 2.332932)  0.38
H (-2.937457, 0.230027, 4.794012)  0.44
H (-5.792847, 7.673342, -3.273898)  0.36
H (0.639949, -2.365711, -6.925121)  0.37
H (2.753317, -4.022569, 5.131832)  0.47
H (3.774783, -5.948439, -0.173401)  0.49
H (-4.561725, -1.017782, 1.301900)  0.23
H (-3.271756, 4.482158, -0.313168)  -0.34
H (5.513673, -0.738289, 4.098684)  0.30
H (1.658647, 5.581419, 0.445974)  0.41
H (-0.713684, 3.844291, 3.516711)  0.47
H (6.448067, 0.119213, 0.544547)  0.54
H (-2.258979, -1.152418, -3.126314)  -0.15
H (3.024005, 2.858906, -4.694248)  0.49
H (2.020401, 1.048535, -3.347601)  0.48
H (-5.767331, -0.444920, 3.372541)  0.36
H (3.406292, -4.909097, 1.224866)  0.02
H (0.195592, -4.177067, 4.666161)  0.41
H (5.266421, -1.009331, -0.175889)  0.19
H (-5.389165, 3.015978, 2.337993)  0.28
H (3.113825, 5.165603, -3.709109)  0.40
H (7.511864, -1.713707, 1.900477)  0.44
H (3.761706, -3.542443, 3.744559)  0.04
H (1.144253, -4.271941, 0.235248)  -0.12
H (0.956481, -1.128634, 3.619808)  -0.05
H (-2.039518, -3.564206, -1.617642)  0.64
H (2.131800, 5.527436, -1.481428)  0.35
H (4.756877, 0.540535, 3.129031)  0.26
H (0.377530, -4.834297, 3.025177)  0.33
H (2.779052, -5.016026, 3.657055)  0.36
H (-3.432878, 4.086963, -3.939854)  0.45
H (-3.562042, -2.345699, -3.152476)  0.50
H (1.495667, -5.390839, -1.109877)  0.60
H (-0.980535, -1.669755, 1.488409)  0.04
H (6.525457, 0.343976, 3.112988)  0.47
H (-0.922659, -2.272177, -1.150562)  -0.18
H (1.483158, -2.473487, -4.595876)  0.36
H (-1.047556, -0.635923, -7.525572)  0.31
H (0.664076, 5.722386, 2.688793)  0.43
H (4.696363, 0.417001, 0.672638)  0.31
H (-2.839325, 4.527413, 1.395705)  0.10
H (-6.343230, 1.220777, 3.580831)  0.38
H (3.163755, -3.156682, -2.651254)  0.13
H (-2.112246, 2.385110, 3.923979)  0.35
H (6.394814, -2.865258, 1.138043)  0.28

Forces on atoms 1 to 2 (eV/Å):
Te -0.61 0.70 -0.35
Sc -0.20 -0.72 -0.40

- Kohn-Sham gap: 5.356 eV
- Highest occupied orbital energy: -1.456 eV
- Net charge: -2
- ΔE to the lowest compared entry with this formula, charge and spin: 71.6 kJ/mol